# 1
DFT (wB97M-V/def2-TZVPD) results for a structure of composition C17H25F3N4O7PdS3 at a distorted geometry.

Results
- LUMO energy: -0.2 eV
- Frontier orbital gap: 7.997 eV

CARTESIAN COORDINATES (ANGSTROEM)
Pd (0.44466, -0.53435, -1.57265)
S (1.24578, 0.39188, 3.61227)
C (0.66161, -1.15814, 3.96693)
N (0.26088, -2.21016, 4.21020)
C (-0.80907, -4.20178, 1.25306)
N (0.27752, -3.99176, 0.26535)
C (0.98184, -5.26090, -0.02831)
C (1.21360, -2.89669, 0.68001)
C (2.24477, -2.60399, -0.36747)
C (3.48573, -3.23320, -0.26691)
C (4.49219, -2.97893, -1.18177)
C (4.26520, -2.06955, -2.20199)
C (3.04585, -1.41530, -2.29798)
C (2.02209, -1.67046, -1.39284)
H (-1.52150, -4.90511, 0.82839)
H (-1.29422, -3.25080, 1.45407)
H (-0.38236, -4.59229, 2.17217)
H (-0.18694, -3.73426, -0.61598)
H (1.53008, -5.57023, 0.86025)
H (1.66506, -5.10401, -0.85719)
H (0.24006, -6.00723, -0.29734)
H (1.66096, -3.23672, 1.61262)
H (0.60308, -2.01899, 0.88467)
H (3.66768, -3.92275, 0.55102)
H (5.45063, -3.47216, -1.09024)
H (5.04739, -1.85083, -2.91782)
H (2.89655, -0.68568, -3.08523)
C (0.49956, 2.00459, -3.21462)
C (0.03128, 3.25287, -4.00829)
N (-1.40224, 3.47157, -3.82587)
C (-1.68075, 3.63046, -2.39890)
C (-1.25427, 2.36167, -1.61698)
N (-0.65670, 1.37825, -2.54327)
C (-1.65532, 1.02355, -3.57103)
C (-2.12908, 2.29946, -4.31108)
H (1.23298, 2.25917, -2.44872)
H (0.94596, 1.25801, -3.87574)
H (0.22320, 3.13260, -5.07606)
H (0.56034, 4.14762, -3.67635)
H (-2.74658, 3.82976, -2.27778)
H (-1.13895, 4.50722, -2.04043)
H (-2.09271, 1.87946, -1.11461)
H (-0.51496, 2.61769, -0.86075)
H (-2.47468, 0.49995, -3.08181)
H (-1.17871, 0.32642, -4.25854)
H (-3.19456, 2.47379, -4.15267)
H (-1.96690, 2.21114, -5.38689)
O (-0.60152, 0.43922, 1.02348)
S (0.67314, 1.10336, 0.95506)
O (1.67619, 0.27709, 2.02408)
O (1.40008, 0.83537, -0.31070)
O (0.76063, 2.45746, 1.39271)
F (-1.33156, -3.46642, -5.30002)
C (-2.19015, -2.75772, -4.57100)
F (-2.41385, -1.59608, -5.18307)
F (-3.33868, -3.42508, -4.48652)
S (-1.53247, -2.48785, -2.87635)
O (-1.28501, -3.83680, -2.40459)
O (-2.52827, -1.73494, -2.17306)
O (-0.27481, -1.74597, -3.13781)

***

# 2
DFT (wB97M-V/def2-TZVPD) results for a structure of composition C17H25N6PtS2Se.

Results
- LUMO energy: -2.3 eV
- Frontier orbital gap: 8.066 eV
- Net charge: +1

CARTESIAN COORDINATES (ANGSTROEM)
Pt (0.35840, 1.30105, 0.14414)
S (1.38874, 3.16171, -0.88414)
C (0.37874, 3.89517, 0.31150)
N (-0.15584, 3.02429, 1.14104)
C (-1.16452, 3.58334, 1.91585)
C (-1.94335, 2.94348, 2.87225)
C (-2.87863, 3.68949, 3.56451)
C (-3.03454, 5.05702, 3.32613)
C (-2.25785, 5.70443, 2.38237)
C (-1.33053, 4.95192, 1.67432)
S (-0.24397, 5.49179, 0.41170)
H (-1.81721, 1.88807, 3.07440)
H (-3.49548, 3.20547, 4.30942)
H (-3.76981, 5.61851, 3.88575)
H (-2.37402, 6.76340, 2.19604)
C (2.42711, -0.35129, 2.63027)
N (1.85817, -1.57569, 2.07552)
C (2.49690, -2.79372, 1.99673)
C (1.61728, -3.66912, 1.46115)
N (0.45635, -2.96949, 1.21104)
C (-0.76015, -3.52150, 0.62684)
C (0.60828, -1.69098, 1.59400)
Se (-0.71753, -0.36376, 1.59189)
H (3.46431, -0.54474, 2.88859)
H (1.86959, -0.05815, 3.51738)
H (2.36288, 0.45078, 1.89673)
H (3.50682, -2.93559, 2.33716)
H (1.71489, -4.71760, 1.24425)
H (-0.56797, -4.55533, 0.35410)
H (-1.03295, -2.94607, -0.25556)
H (-1.57569, -3.47545, 1.34420)
C (-1.28299, 0.89566, -2.52187)
N (-0.73136, -0.44587, -2.62598)
C (-1.72461, -1.48429, -2.87013)
C (0.49334, -0.76586, -2.13615)
N (1.06939, -0.10537, -1.16364)
N (1.10971, -1.84676, -2.70271)
C (2.27694, -2.43160, -2.07302)
C (0.98669, -2.12538, -4.13021)
H (-1.96717, 1.03726, -3.35925)
H (-0.49316, 1.63881, -2.58827)
H (-1.83618, 1.04697, -1.58992)
H (-2.49676, -1.44551, -2.09592)
H (-1.26705, -2.46862, -2.85525)
H (-2.20304, -1.33306, -3.83871)
H (2.04490, -0.33876, -1.05084)
H (2.14421, -2.48270, -0.99247)
H (3.19563, -1.87557, -2.29539)
H (2.40352, -3.44636, -2.44761)
H (0.29785, -1.42590, -4.59203)
H (0.62997, -3.14264, -4.30007)
H (1.96174, -2.01589, -4.61011)

***

# 3
DFT (wB97M-V/def2-TZVPD) results for a cluster of 4 separate species, C17H25NO12S2 in total at a distorted geometry.

Results
- LUMO energy: 0.2 eV
- SMILES: O=S1(=O)C[C@@H](N=C=S)CCO1.C[C@@H]1COC(=O)O1.C[C@@H]1COC(=O)O1.C[C@@H]1COC(=O)O1
- Frontier orbital gap: 9.167 eV

CARTESIAN COORDINATES (ANGSTROEM)
O (-3.99018, -0.50013, 1.05990)
S (-2.55732, -0.51977, 1.05524)
O (-1.97285, 0.64540, 1.65428)
C (-1.94533, -0.76199, -0.61542)
C (-0.40823, -0.83862, -0.57171)
N (0.14037, 0.53080, -0.41506)
C (1.30776, 0.74687, -0.63603)
S (2.88353, 0.91998, -0.70377)
C (0.10976, -1.85280, 0.44711)
C (-0.52800, -1.79039, 1.83827)
O (-1.98085, -1.79529, 1.81790)
H (-2.38026, -1.72070, -0.91458)
H (-2.32213, 0.02303, -1.26809)
H (-0.08958, -1.17741, -1.55390)
H (-0.07185, -2.85288, 0.03484)
H (1.19122, -1.78224, 0.58153)
H (-0.23587, -2.70041, 2.36884)
H (-0.16952, -0.96438, 2.44807)
C (2.23957, -5.10281, -5.43437)
C (1.72516, -4.63320, -4.09630)
C (0.41865, -3.88089, -4.15973)
O (0.50883, -3.02937, -3.00881)
C (1.83084, -2.80816, -2.77356)
O (2.25860, -1.99338, -2.02087)
O (2.59384, -3.64326, -3.51774)
H (2.46994, -4.25402, -6.07929)
H (3.16217, -5.66928, -5.31101)
H (1.50584, -5.73926, -5.92926)
H (1.66349, -5.47320, -3.39874)
H (-0.45028, -4.53129, -4.09176)
H (0.33032, -3.25362, -5.04982)
C (-4.21561, 2.63805, 0.39302)
C (-5.29282, 3.67794, 0.57144)
C (-6.22852, 3.81645, -0.60353)
O (-6.65236, 5.18090, -0.49526)
C (-5.65493, 5.86243, 0.12809)
O (-5.59421, 7.04593, 0.20189)
O (-4.74117, 5.00643, 0.64815)
H (-3.54640, 2.91143, -0.42613)
H (-3.60264, 2.56323, 1.28853)
H (-4.64783, 1.66006, 0.19129)
H (-5.84629, 3.49157, 1.49607)
H (-7.08082, 3.14290, -0.54857)
H (-5.72562, 3.68403, -1.56505)
C (6.38378, 1.34096, 3.93370)
C (5.08470, 1.63193, 3.22350)
C (4.06148, 2.35653, 4.06416)
O (2.83055, 1.92280, 3.47615)
C (3.05343, 0.70250, 2.93430)
O (2.20071, -0.02540, 2.54256)
O (4.37971, 0.42109, 2.90257)
H (6.22237, 0.66209, 4.77206)
H (7.08703, 0.85295, 3.25902)
H (6.83825, 2.26120, 4.30125)
H (5.27602, 2.16586, 2.28847)
H (4.15514, 3.43859, 4.00877)
H (4.07477, 2.04708, 5.11245)

***

# 4
DFT (wB97M-V/def2-TZVPD) results for the molecule C17H25NO4.

Results
- LUMO energy: 0.6 eV
- SMILES: CC(C)COc1ccc(C(=O)N[C@H](CC(C)C)C(=O)O)cc1
- Frontier orbital gap: 9.585 eV

CARTESIAN COORDINATES (ANGSTROEM)
C (-5.63754, -1.91236, -2.29469)
C (-5.13427, -0.94588, -3.36348)
C (-4.50277, -1.70241, -4.52904)
C (-4.12828, 0.04029, -2.76010)
O (-3.02062, -0.68936, -2.26650)
C (-1.99731, -0.02691, -1.69203)
C (-1.92345, 1.35507, -1.52421)
C (-0.81727, 1.91508, -0.91812)
C (0.23112, 1.12664, -0.45229)
C (1.37645, 1.80898, 0.18470)
O (1.63582, 2.99386, -0.03791)
N (2.10607, 1.07850, 1.04743)
C (3.39365, 1.49509, 1.58693)
C (4.21193, 0.27632, 2.02514)
C (3.82053, -0.41342, 3.34198)
C (2.38529, -0.93618, 3.36679)
C (4.79158, -1.56870, 3.58556)
C (3.26115, 2.59041, 2.67718)
O (3.78433, 2.51123, 3.75388)
O (2.57141, 3.64816, 2.30184)
C (0.16026, -0.25576, -0.63403)
C (-0.93409, -0.82095, -1.24539)
H (-4.80478, -2.47853, -1.88633)
H (-6.35585, -2.60723, -2.72193)
H (-6.12081, -1.37172, -1.48390)
H (-5.97730, -0.35331, -3.73595)
H (-5.21955, -2.39507, -4.96244)
H (-4.17758, -1.01238, -5.30449)
H (-3.64050, -2.26480, -4.18120)
H (-3.79611, 0.75046, -3.52951)
H (-4.60146, 0.60139, -1.94269)
H (-2.71887, 1.99880, -1.86375)
H (-0.74996, 2.98494, -0.79127)
H (1.82769, 0.13339, 1.25143)
H (3.93457, 1.99544, 0.76525)
H (4.18383, -0.45558, 1.21132)
H (5.24601, 0.60899, 2.13124)
H (3.93409, 0.31172, 4.14974)
H (2.19474, -1.60805, 2.52880)
H (1.66584, -0.12068, 3.35960)
H (2.22320, -1.50176, 4.28201)
H (5.81813, -1.21184, 3.60395)
H (4.70206, -2.31838, 2.80068)
H (4.58076, -2.04591, 4.53916)
H (2.23971, 3.57820, 1.35649)
H (0.97403, -0.89888, -0.33115)
H (-0.99589, -1.88689, -1.39869)